1.
ORCA calculation (ωB97M-V with the def2-TZVPD basis set) on the molecule C5H12N2O in a non-equilibrium geometry.

The geometry in XYZ format:
```
20
Properties=species:S:1:pos:R:3:nbo_charge:R:1
C -1.153 0.217 -1.975 -0.44
N 0.057 0.422 -1.204 -0.12
O -0.095 1.871 -0.482 -0.43
C -0.028 1.201 0.762 0.27
N 1.102 1.641 1.532 -0.87
C 0.144 -0.264 0.076 0.04
C -0.998 -1.190 0.495 -0.64
C 1.496 -0.957 0.204 -0.62
H -2.074 0.434 -1.422 0.18
H -1.185 -0.818 -2.337 0.21
H -1.129 0.859 -2.859 0.22
H -0.972 1.246 1.319 0.15
H 1.879 1.921 0.940 0.39
H 1.298 1.148 2.394 0.38
H -1.041 -2.083 -0.136 0.21
H -0.847 -1.522 1.527 0.22
H -1.977 -0.702 0.463 0.21
H 1.672 -1.273 1.237 0.21
H 2.313 -0.299 -0.105 0.22
H 1.537 -1.851 -0.428 0.22
```

Frontier orbital gap: 0.345 Ha
Total charge: 0
Relative energy (zero: lowest compared OMol25 entry of this formula, charge and spin): 369.9 kJ/mol
Lowest unoccupied orbital energy: 0.0325 hartree
SMILES: CN1O[C@H](N)C1(C)C

---

2.
ORCA calculation (ωB97M-V with the def2-TZVPD basis set) on the molecule C5H12N2O in a non-equilibrium geometry.

The geometry in XYZ format:
```
20
Properties=species:S:1:pos:R:3:nbo_charge:R:1
C 2.658 -0.160 1.826 -0.59
C 1.099 -0.078 1.972 -0.23
N 0.604 0.636 0.711 -0.64
C -0.304 -0.265 0.044 -0.23
C -0.636 0.205 -1.331 -0.27
N -1.996 0.585 -1.753 -0.62
C -2.572 -0.167 -2.742 0.50
O -3.775 -0.007 -2.849 -0.61
H 3.101 -0.818 2.571 0.20
H 3.026 0.800 1.902 0.20
H 2.860 -0.647 0.948 0.20
H 0.734 0.336 2.954 0.19
H 0.769 -1.038 2.177 0.19
H 0.205 1.548 0.946 0.37
H 0.179 -1.380 0.254 0.19
H -1.317 -0.501 0.569 0.16
H -0.051 -0.586 -1.974 0.23
H -0.012 1.143 -1.585 0.20
H -2.444 1.244 -1.171 0.41
H -2.129 -0.850 -3.469 0.16
```

Frontier orbital gap: 0.371 Ha
Total charge: 0
Relative energy (zero: lowest compared OMol25 entry of this formula, charge and spin): 343.5 kJ/mol
Lowest unoccupied orbital energy: 0.0332 hartree
SMILES: CCNCCNC=O

---

3.
ORCA calculation (ωB97M-V with the def2-TZVPD basis set) on the molecule C5H12N2O in a non-equilibrium geometry.

The geometry in XYZ format:
```
20
Properties=species:S:1:pos:R:3:nbo_charge:R:1
C -1.761 -2.088 -1.189 -0.41
N -0.793 -1.995 -0.084 -0.62
C 0.114 -0.845 -0.147 -0.24
C -0.334 0.345 0.718 -0.26
N 0.653 1.458 0.726 -0.44
C 2.086 1.045 0.877 -0.41
C 0.395 2.461 -0.183 0.53
O -0.569 2.516 -0.922 -0.60
H -2.524 -1.288 -1.156 0.17
H -1.295 -1.970 -2.163 0.19
H -2.252 -3.054 -1.084 0.20
H -1.338 -2.006 0.766 0.35
H 0.279 -0.526 -1.176 0.20
H 1.054 -1.257 0.236 0.19
H -0.621 0.077 1.730 0.19
H -1.248 0.792 0.319 0.23
H 2.438 0.547 -0.018 0.20
H 2.572 2.010 1.051 0.21
H 2.083 0.445 1.784 0.21
H 1.060 3.333 -0.086 0.11
```

Frontier orbital gap: 0.352 Ha
Total charge: 0
Relative energy (zero: lowest compared OMol25 entry of this formula, charge and spin): 184.9 kJ/mol
Lowest unoccupied orbital energy: 0.0337 hartree
SMILES: CNCCN(C)C=O

---

4.
ORCA calculation (ωB97M-V with the def2-TZVPD basis set) on the molecule C5H12N2O in a non-equilibrium geometry.

The geometry in XYZ format:
```
20
Properties=species:S:1:pos:R:3:nbo_charge:R:1
C -2.565 -0.353 1.527 -0.40
C -1.691 0.568 1.100 -0.21
C -0.338 0.516 0.270 0.05
N -0.483 1.444 -0.823 -0.83
N 0.017 -0.746 -0.340 -0.16
O -0.212 -1.892 0.531 -0.58
C 1.533 -0.867 -0.578 -0.23
C 2.248 0.286 -1.265 -0.63
H -2.495 -1.406 1.276 0.21
H -3.430 -0.066 2.119 0.20
H -1.925 1.589 1.412 0.20
H 0.438 0.855 0.964 0.16
H -0.473 0.865 -1.662 0.37
H -1.407 1.867 -0.823 0.37
H -0.290 -1.535 1.435 0.45
H 1.652 -1.764 -1.196 0.21
H 2.041 -1.065 0.374 0.18
H 2.314 1.164 -0.614 0.21
H 1.784 0.545 -2.220 0.21
H 3.282 -0.004 -1.486 0.22
```

Frontier orbital gap: 0.375 Ha
Total charge: 0
Relative energy (zero: lowest compared OMol25 entry of this formula, charge and spin): 408.9 kJ/mol
Lowest unoccupied orbital energy: 0.0384 hartree
SMILES: C=C[C@H](N)N(O)CC

---

5.
ORCA calculation (ωB97M-V with the def2-TZVPD basis set) on a cluster of 2 separate species, C5H12N2O in total in a non-equilibrium geometry.

The geometry in XYZ format:
```
20
Properties=species:S:1:pos:R:3:nbo_charge:R:1
C 0.322 -1.860 0.430 -0.74
C 0.123 -1.285 1.817 0.69
N 1.308 -0.938 2.448 -0.84
O -0.978 -1.140 2.355 -0.63
H 0.533 -1.055 -0.238 0.26
H -0.644 -2.345 0.138 0.24
H 1.166 -2.598 0.405 0.22
H 2.122 -0.800 1.893 0.39
H 1.230 -0.461 3.351 0.40
C -0.988 1.500 0.647 -0.40
C -1.014 0.912 -0.584 -0.20
C -0.325 1.476 -1.783 -0.26
N 0.471 0.400 -2.431 -0.84
H -1.441 1.054 1.533 0.23
H -0.470 2.469 0.773 0.19
H -1.560 -0.033 -0.739 0.20
H -1.080 1.910 -2.488 0.17
H 0.358 2.259 -1.472 0.19
H 1.048 0.766 -3.210 0.36
H -0.181 -0.232 -2.844 0.35
```

Frontier orbital gap: 0.381 Ha
Total charge: 0
Relative energy (zero: lowest compared OMol25 entry of this formula, charge and spin): 150.5 kJ/mol
Lowest unoccupied orbital energy: 0.0355 hartree
SMILES: CC(N)=O.C=CCN

---

6.
ORCA calculation (ωB97M-V with the def2-TZVPD basis set) on a structure of composition C5H12N2O.

The geometry in XYZ format:
```
20
Properties=species:S:1:pos:R:3:nbo_charge:R:1
C 1.943 1.492 0.064 -0.71
C 1.498 0.104 -0.252 0.42
N -1.256 0.963 -2.047 -0.45
O -0.560 0.512 -0.986 -0.48
N 2.052 -0.902 -0.708 -0.66
H -1.869 1.740 -1.815 0.33
H -1.745 0.219 -2.541 0.33
H 3.047 -0.802 -0.930 0.36
H 1.540 2.161 -0.696 0.25
H 3.035 1.558 0.083 0.22
H 1.545 1.812 1.029 0.24
C -1.032 -1.972 0.389 -0.68
C -0.789 -0.577 0.838 0.09
C -1.332 0.102 1.836 -0.49
H 0.342 -0.190 0.418 0.14
H -1.645 -1.975 -0.516 0.22
H -0.092 -2.470 0.140 0.24
H -1.547 -2.546 1.165 0.22
H -1.084 1.138 2.028 0.20
H -2.051 -0.368 2.502 0.20
```

Frontier orbital gap (spin up / spin down): 0.299 / 0.259 Ha
Total charge: 0
Relative energy (zero: lowest compared OMol25 entry of this formula, charge and spin): 779.9 kJ/mol
Lowest unoccupied orbital energy (spin up / spin down): 0.0040 / -0.0008 hartree

---

7.
ORCA calculation (ωB97M-V with the def2-TZVPD basis set) on the molecule C5H12N2O in a non-equilibrium geometry.

The geometry in XYZ format:
```
20
Properties=species:S:1:pos:R:3:nbo_charge:R:1
C -0.755 -2.222 0.970 -0.60
C -1.212 -1.031 0.592 0.49
O -2.390 -0.500 1.025 -0.70
N -0.393 -0.096 -0.467 -0.30
C -1.080 1.130 -0.848 -0.46
N 0.894 -0.065 -0.063 -0.26
C 1.225 0.920 0.961 -0.44
C 1.771 0.117 -1.482 -0.43
H 0.248 -2.523 0.731 0.23
H -1.385 -2.924 1.498 0.20
H -2.836 -1.130 1.609 0.49
H -2.157 1.062 -0.710 0.23
H -0.907 1.295 -1.910 0.19
H -0.842 2.077 -0.352 0.18
H 0.526 0.812 1.791 0.21
H 1.168 1.950 0.586 0.17
H 2.238 0.715 1.300 0.21
H 1.903 1.181 -1.698 0.18
H 2.710 -0.369 -1.235 0.20
H 1.275 -0.396 -2.299 0.21
```

Frontier orbital gap: 0.322 Ha
Total charge: 0
Relative energy (zero: lowest compared OMol25 entry of this formula, charge and spin): 446.3 kJ/mol
Lowest unoccupied orbital energy: 0.0300 hartree
SMILES: C=C(O)N(C)N(C)C

---

8.
ORCA calculation (ωB97M-V with the def2-TZVPD basis set) on a cluster of 3 separate species, C5H12N2O in total in a non-equilibrium geometry.

The geometry in XYZ format:
```
20
Properties=species:S:1:pos:R:3:nbo_charge:R:1
C -0.104 -1.480 -0.538 -0.23
C -2.061 -0.540 -0.630 -0.12
N -2.182 0.701 -1.099 -0.85
O -0.013 -2.228 0.651 -0.75
H -0.732 -2.868 0.679 0.47
H -2.205 0.707 -2.116 0.34
H -1.145 1.558 -0.486 0.43
H 0.861 -1.040 -0.766 0.16
H -0.404 -2.081 -1.399 0.15
H -2.197 -0.662 0.443 0.15
H -2.426 -1.377 -1.224 0.17
C 0.258 0.815 0.831 0.17
C 1.636 0.465 1.101 -0.29
C 2.712 1.175 0.740 -0.32
N -0.158 1.801 0.065 -0.69
H 0.547 2.257 -0.503 0.37
H -0.499 0.302 1.405 0.21
H 1.760 -0.464 1.646 0.24
H 2.640 2.119 0.213 0.19
H 3.710 0.839 0.985 0.21
```

Frontier orbital gap (spin up / spin down): 0.222 / 0.222 Ha
Total charge: 0
Relative energy (zero: lowest compared OMol25 entry of this formula, charge and spin): 591.9 kJ/mol
Lowest unoccupied orbital energy (spin up / spin down): -0.0155 / -0.0153 hartree

---

9.
ORCA calculation (ωB97M-V with the def2-TZVPD basis set) on a cluster of 3 separate species, C5H12N2O in total in a non-equilibrium geometry.

The geometry in XYZ format:
```
20
Properties=species:S:1:pos:R:3:nbo_charge:R:1
C 0.036 0.156 0.048 0.00
C 1.163 -0.879 -1.468 -0.03
C 0.471 -0.722 1.057 -0.29
C 0.549 1.577 0.072 -0.65
C -1.390 0.042 -0.439 -0.66
O 0.806 -0.216 -2.632 -0.71
N -0.561 0.087 2.669 -0.11
N -1.636 -0.403 2.891 -0.33
H 1.266 0.633 -2.669 0.47
H -1.987 -1.129 2.195 0.27
H 0.771 -1.890 -1.472 0.17
H 2.218 -0.804 -1.215 0.16
H 1.502 -0.641 1.390 0.20
H 0.063 -1.731 1.066 0.19
H -0.071 2.202 0.723 0.23
H 0.498 2.021 -0.928 0.20
H 1.576 1.630 0.439 0.21
H -2.053 0.716 0.111 0.22
H -1.777 -0.974 -0.341 0.21
H -1.443 0.326 -1.495 0.23
```

Frontier orbital gap (spin up / spin down): 0.273 / 0.273 Ha
Total charge: 0
Relative energy (zero: lowest compared OMol25 entry of this formula, charge and spin): 585.8 kJ/mol
Lowest unoccupied orbital energy (spin up / spin down): 0.0238 / 0.0238 hartree

---

10.
ORCA calculation (ωB97M-V with the def2-TZVPD basis set) on the ion C5H12N2O with charge +1 in a non-equilibrium geometry.

The geometry in XYZ format:
```
20
Properties=species:S:1:pos:R:3:nbo_charge:R:1
C 0.685 0.546 2.138 -0.06
O 1.197 -0.393 3.063 -0.72
C 0.300 -0.062 0.774 -0.10
C -0.504 0.962 0.005 -0.39
C -0.942 0.322 -1.367 -0.30
C 0.386 -0.333 -3.304 0.01
N 0.147 0.315 -2.269 -0.02
N -0.467 -1.297 0.931 -0.79
H 1.483 1.293 2.074 0.20
H -0.247 0.925 2.547 0.18
H 1.708 -1.115 2.724 0.48
H 1.160 -0.293 0.137 0.19
H 0.053 1.858 -0.262 0.24
H -1.413 1.287 0.513 0.24
H -1.404 -0.665 -1.202 0.30
H -1.719 0.948 -1.824 0.25
H -0.124 -1.247 -3.642 0.26
H 1.285 -0.171 -3.902 0.26
H -0.172 -1.881 1.704 0.40
H -1.414 -1.000 1.164 0.36
```

Frontier orbital gap (spin up / spin down): 0.328 / 0.170 Ha
Total charge: +1
<S²>: 0.7601
Multiplicity: 2
Relative energy (zero: lowest compared OMol25 entry of this formula, charge and spin): 229.9 kJ/mol
Lowest unoccupied orbital energy (spin up / spin down): -0.1744 / -0.3192 hartree

---

11.
ORCA calculation (ωB97M-V with the def2-TZVPD basis set) on the ion C5H12N2O with charge +1 in a non-equilibrium geometry.

The geometry in XYZ format:
```
20
Properties=species:S:1:pos:R:3:nbo_charge:R:1
C -1.349 0.879 -1.302 -0.07
O -2.066 -0.178 -0.791 -0.69
C 0.169 1.007 -0.870 -0.05
C 0.742 -0.436 -0.637 -0.51
C 0.594 -1.072 0.703 0.24
C -0.056 -2.216 0.923 -0.19
N 1.203 -0.256 1.751 -0.65
N 0.280 1.855 0.344 -0.81
H -1.795 1.842 -1.016 0.18
H -1.306 0.631 -2.376 0.20
H 0.671 1.690 -1.704 0.25
H 1.801 -0.396 -0.785 0.27
H 0.308 -0.963 -1.468 0.27
H 0.070 -2.822 1.809 0.23
H -0.577 -2.886 0.197 0.26
H 1.812 -0.916 2.324 0.42
H 1.732 0.476 1.399 0.41
H -1.854 -0.495 0.126 0.47
H -0.208 2.833 0.258 0.41
H -0.172 1.422 1.117 0.36
```

Frontier orbital gap (spin up / spin down): 0.366 / 0.186 Ha
Total charge: +1
<S²>: 0.7651
Multiplicity: 2
Relative energy (zero: lowest compared OMol25 entry of this formula, charge and spin): 225.0 kJ/mol
Lowest unoccupied orbital energy (spin up / spin down): -0.1417 / -0.3071 hartree

---

12.
ORCA calculation (ωB97M-V with the def2-TZVPD basis set) on a structure of composition C5H12N2O2 in a non-equilibrium geometry.

The geometry in XYZ format:
```
21
Properties=species:S:1:pos:R:3:nbo_charge:R:1
C -0.593 2.290 0.514 -0.30
C -0.601 -0.090 0.311 0.18
C -1.706 0.176 1.388 -0.66
C -1.088 -0.356 -1.207 -0.22
C 0.260 -1.382 0.467 -0.05
H 0.124 3.158 1.213 0.21
H -1.546 2.041 1.053 0.20
H -0.755 2.780 -0.609 0.20
H -1.532 1.059 2.421 0.25
H -2.598 0.673 0.753 0.21
H -1.828 -0.896 1.669 0.23
H -1.703 0.463 -1.270 0.19
H -2.018 -1.096 -1.128 0.19
H 0.249 0.434 -2.091 0.35
H 0.561 -0.997 -1.996 0.36
H -0.120 -2.253 0.895 0.21
H 2.011 0.327 0.471 0.49
N -0.223 -0.361 -2.217 -0.78
N 1.569 -1.618 0.164 -0.10
O 0.286 1.081 0.482 -0.61
O 2.477 -0.539 0.036 -0.57
```

Frontier orbital gap: 0.357 Ha
Total charge: 0
Relative energy (zero: lowest compared OMol25 entry of this formula, charge and spin): 858.5 kJ/mol
Lowest unoccupied orbital energy: 0.0185 hartree